1.
Below is a 2-piece molecular cluster, C4H11N2O overall at a distorted geometry, with properties calculated with wB97M-V/def2-TZVPD.

## Properties
Energy relative to the best compared isomer or geometry (same formula, charge and spin): 4.684 eV
Gap between HOMO and LUMO: 8.834 eV
Highest occupied orbital energy: -0.4839 Ha
Charge: +1

Geometry as XYZ:
```
18
Properties=species:S:1:pos:R:3:lowdin_charge:R:1
C -1.191 0.688 1.323 0.032
C -0.015 1.756 -0.857 -0.001
C -0.079 -2.706 -0.884 -0.057
C -0.038 1.189 0.473 -0.285
N 1.098 0.933 1.081 0.229
N 0.269 -1.318 -0.784 -0.111
O 1.278 -0.894 -1.298 0.009
H -1.200 1.299 2.165 0.091
H -2.070 0.699 0.738 0.091
H -0.975 -0.281 1.574 0.064
H 0.329 2.817 -0.871 0.140
H -0.981 1.585 -1.314 0.109
H 0.838 1.515 -1.455 0.088
H -1.180 -2.623 -0.884 0.104
H 0.325 -3.104 -0.033 0.056
H 0.499 -3.368 -1.656 0.143
H 1.167 0.532 2.017 0.164
H 1.925 1.281 0.665 0.134
```


2.
Below is a 2-piece molecular cluster, C19H24N3 overall at a distorted geometry, with properties calculated with wB97M-V/def2-TZVPD.

## Properties
Energy relative to the best compared isomer or geometry (same formula, charge and spin): 1.473 eV
Gap between HOMO and LUMO: 5.172 eV
Highest occupied orbital energy: -0.3703 Ha
Charge: +1

Geometry as XYZ:
```
46
Properties=species:S:1:pos:R:3:lowdin_charge:R:1
C -4.078 2.255 0.780 0.016
N -2.766 1.788 0.369 -0.053
C -2.447 0.485 0.142 0.081
C -1.091 0.392 -0.255 -0.129
C -0.402 -0.783 -0.592 0.059
C 0.778 -0.797 -1.417 -0.204
C 1.023 0.137 -2.467 -0.025
C 2.228 0.145 -3.158 -0.017
C 3.240 -0.770 -2.842 -0.248
C 4.580 -0.672 -3.501 -0.037
C 2.971 -1.769 -1.898 -0.015
C 1.761 -1.804 -1.223 0.001
C -0.574 1.765 -0.237 -0.107
C 0.680 2.340 -0.401 -0.010
C 0.825 3.728 -0.236 -0.048
C -0.266 4.541 0.106 -0.051
C -1.536 3.976 0.308 0.010
C -1.653 2.603 0.135 -0.155
H -4.022 3.320 1.020 0.088
H -4.820 2.107 -0.017 0.112
H -4.417 1.699 1.664 0.110
H -3.177 -0.311 0.255 0.157
H -0.944 -1.721 -0.464 0.128
H 0.259 0.875 -2.724 0.129
H 2.410 0.885 -3.942 0.130
H 5.230 -1.485 -3.163 0.083
H 4.495 -0.725 -4.593 0.095
H 5.071 0.280 -3.261 0.097
H 3.737 -2.520 -1.691 0.124
H 1.567 -2.588 -0.490 0.108
H 1.531 1.713 -0.652 0.111
H 1.806 4.183 -0.379 0.114
H -0.126 5.616 0.225 0.115
H -2.405 4.568 0.594 0.111
C -0.758 -2.040 3.950 -0.093
N -1.016 -2.545 2.609 -0.359
C -1.350 -3.963 2.573 -0.089
N 0.013 -2.231 1.733 0.014
H -1.684 -2.165 4.525 0.087
H 0.048 -2.594 4.468 0.089
H -0.491 -0.978 3.906 0.079
H -2.266 -4.092 3.161 0.089
H -1.533 -4.272 1.537 0.080
H -0.562 -4.606 3.009 0.090
H -0.060 -2.738 0.859 0.050
H 0.192 -1.234 1.674 0.080
```


3.
Below is C28H52FNO10S5Si as an isolated structure at a distorted geometry, with properties calculated with wB97M-V/def2-TZVPD.

## Properties
Gap between HOMO and LUMO: 9.114 eV
Highest occupied orbital energy: -0.3188 Ha

Geometry as XYZ:
```
98
Properties=species:S:1:pos:R:3:lowdin_charge:R:1
C 2.399 3.024 0.173 -0.148
Si 2.994 3.118 -1.592 0.475
C 2.496 4.779 -2.319 -0.163
C 4.861 3.091 -1.570 -0.170
N 2.301 1.822 -2.640 -0.261
C 1.536 0.729 -1.970 -0.218
C 0.093 0.618 -2.509 -0.164
C -0.993 0.801 -1.433 -0.135
C -1.751 2.109 -1.510 -0.216
C -1.117 3.294 -1.872 -0.048
C -1.815 4.496 -1.925 -0.083
C -3.169 4.522 -1.613 -0.099
C -3.809 3.350 -1.242 -0.076
C -3.108 2.150 -1.194 -0.031
S 3.334 1.301 -3.767 0.533
O 4.377 0.482 -3.248 -0.254
O 3.645 2.379 -4.643 -0.243
F 2.376 0.327 -4.546 -0.132
H 2.524 4.015 0.610 0.044
H 1.352 2.728 0.269 0.030
H 2.989 2.304 0.748 0.035
H 3.362 5.377 -2.600 0.033
H 1.864 4.642 -3.200 0.031
H 1.892 5.327 -1.592 0.028
H 5.151 3.920 -0.918 0.043
H 5.285 2.168 -1.175 0.026
H 5.273 3.292 -2.561 0.037
H 1.500 0.921 -0.901 0.086
H 2.053 -0.222 -2.108 0.108
H -0.042 -0.355 -2.983 0.110
H -0.022 1.361 -3.297 0.110
H -0.567 0.696 -0.430 0.119
H -1.725 -0.005 -1.521 0.111
H -0.060 3.273 -2.117 0.084
H -1.293 5.402 -2.208 0.099
H -3.708 5.460 -1.668 0.098
H -4.861 3.369 -0.985 0.102
H -3.619 1.240 -0.900 0.077
C 7.560 -1.646 0.419 -0.215
C 6.515 -1.480 -0.693 -0.208
C 5.133 -1.688 -0.069 -0.218
S 5.289 -1.201 1.651 0.663
O 5.077 -2.363 2.479 -0.324
O 4.536 0.010 1.880 -0.340
C 7.039 -0.830 1.599 -0.250
H 8.546 -1.302 0.115 0.106
H 7.640 -2.698 0.701 0.122
H 6.580 -0.472 -1.108 0.111
H 6.680 -2.178 -1.512 0.116
H 4.367 -1.074 -0.537 0.087
H 4.830 -2.734 -0.084 0.105
H 7.485 -1.092 2.553 0.095
H 7.141 0.238 1.418 0.102
C -7.928 -2.191 0.774 -0.228
C -7.663 -2.316 -0.731 -0.217
C -6.962 -1.029 -1.187 -0.215
S -6.068 -0.416 0.248 0.664
O -6.630 0.853 0.640 -0.322
O -4.645 -0.533 0.027 -0.340
C -6.624 -1.680 1.381 -0.222
H -8.227 -3.137 1.210 0.091
H -8.727 -1.467 0.956 0.125
H -7.017 -3.176 -0.916 0.121
H -8.583 -2.477 -1.289 0.100
H -6.247 -1.191 -1.990 0.102
H -7.670 -0.254 -1.473 0.103
H -6.732 -1.241 2.370 0.109
H -5.859 -2.457 1.399 0.109
C 10.989 1.196 5.325 -0.219
C 10.616 2.462 4.540 -0.212
C 11.018 2.229 3.078 -0.216
S 10.924 0.452 2.814 0.672
O 12.244 -0.051 2.540 -0.312
O 9.829 0.146 1.925 -0.326
C 10.478 0.024 4.495 -0.227
H 10.553 1.195 6.322 0.116
H 12.074 1.129 5.432 0.120
H 9.539 2.627 4.605 0.117
H 11.108 3.346 4.942 0.114
H 10.353 2.715 2.370 0.102
H 12.047 2.525 2.883 0.104
H 10.931 -0.933 4.742 0.109
H 9.391 -0.052 4.535 0.105
C -12.773 -4.825 -1.306 -0.219
C -13.129 -5.835 -0.207 -0.212
C -11.942 -5.893 0.763 -0.215
S -11.152 -4.278 0.681 0.667
O -9.836 -4.448 0.115 -0.324
O -11.334 -3.564 1.917 -0.316
C -12.223 -3.599 -0.584 -0.227
H -13.637 -4.569 -1.917 0.116
H -12.008 -5.242 -1.964 0.120
H -14.022 -5.499 0.323 0.117
H -13.343 -6.820 -0.617 0.114
H -12.241 -6.072 1.792 0.103
H -11.199 -6.627 0.460 0.104
H -11.640 -2.933 -1.216 0.105
H -13.010 -3.042 -0.076 0.110
```


4.
Below is C21H49FeN7O11SY as an isolated structure at a distorted geometry, with properties calculated with wB97M-V/def2-TZVPD.

## Properties
Spin multiplicity: 6
Gap between HOMO and LUMO (alpha / beta): 9.233 / 5.539 eV
Highest occupied orbital energy (alpha / beta): -0.6996 / -0.6996 Ha
Charge: +4

Geometry as XYZ:
```
91
Properties=species:S:1:pos:R:3:lowdin_charge:R:1
Y 0.600 0.655 -3.088 1.849
Fe -0.340 -2.092 1.660 1.293
S 0.186 -0.797 -0.595 0.359
O -0.191 0.541 -1.072 -0.387
O 0.998 -1.138 -1.768 -0.362
O 0.950 -0.938 0.645 -0.311
O -0.902 -1.748 -0.289 -0.316
C 0.770 -4.729 0.518 -0.263
O 0.377 -4.009 1.384 -0.027
N 2.022 -4.489 0.127 -0.072
C 2.596 -5.337 -0.950 -0.010
C 2.941 -3.371 0.621 0.024
H 0.235 -5.555 0.024 0.180
H 1.897 -6.146 -1.161 0.090
H 3.509 -5.842 -0.632 0.112
H 2.713 -4.943 -1.959 0.097
H 2.836 -2.898 1.597 0.073
H 4.020 -3.525 0.593 0.112
H 2.745 -2.457 0.061 0.064
C -2.078 0.644 2.768 -0.132
O -1.277 -0.331 2.419 -0.141
N -1.658 1.893 3.093 -0.126
C -2.568 3.003 2.879 -0.026
C -0.287 2.253 2.846 -0.018
H -3.165 0.581 2.931 0.172
H -2.340 3.618 2.008 0.071
H -2.473 3.759 3.659 0.116
H -3.651 2.923 2.969 0.119
H -0.216 2.936 2.000 0.081
H 0.127 2.571 3.802 0.118
H 0.381 1.394 2.771 0.087
C -2.792 0.463 -4.046 -0.248
O -1.611 0.230 -3.844 -0.118
N -3.681 0.464 -3.055 -0.130
C -5.061 0.896 -3.271 -0.015
C -3.313 0.005 -1.696 -0.008
H -3.200 0.738 -5.031 0.174
H -5.345 1.790 -2.715 0.101
H -5.728 0.056 -3.077 0.108
H -5.221 1.291 -4.274 0.101
H -2.465 -0.669 -1.828 0.039
H -3.087 0.823 -1.012 0.096
H -4.025 -0.658 -1.205 0.109
C -1.125 3.931 -2.696 -0.263
O -0.649 2.793 -2.772 -0.108
N -1.285 4.607 -1.575 -0.138
C -2.200 5.800 -1.421 0.024
C -0.832 4.146 -0.299 -0.054
H -1.502 4.467 -3.581 0.169
H -3.102 5.324 -1.036 0.103
H -2.517 6.304 -2.334 0.104
H -1.730 6.571 -0.811 0.108
H -1.357 4.569 0.558 0.085
H -0.744 3.061 -0.241 0.073
H 0.221 4.421 -0.232 0.095
C 1.658 -1.410 4.107 -0.222
O 1.025 -2.004 3.259 -0.063
N 1.022 -0.949 5.190 -0.149
C 1.815 -0.307 6.187 -0.023
C -0.379 -0.954 5.375 -0.019
H 2.745 -1.233 4.103 0.176
H 2.818 0.067 5.982 0.110
H 2.067 -1.030 6.962 0.119
H 1.198 0.481 6.620 0.111
H -0.904 -1.488 4.583 0.073
H -0.559 -1.556 6.266 0.132
H -0.875 0.017 5.399 0.109
C 0.547 -2.566 -4.562 -0.231
O 0.398 -1.392 -4.267 -0.118
N -0.177 -3.542 -3.970 -0.140
C -0.122 -4.881 -4.551 -0.014
C -0.949 -3.310 -2.779 -0.028
H 1.172 -2.969 -5.375 0.168
H 0.782 -5.092 -5.122 0.106
H -1.024 -5.170 -5.091 0.113
H -0.039 -5.588 -3.726 0.090
H -1.818 -3.965 -2.717 0.119
H -0.256 -3.516 -1.963 0.074
H -1.426 -2.342 -2.630 0.066
C 3.322 1.284 -0.818 -0.270
O 2.391 1.417 -1.595 -0.087
N 3.665 2.069 0.216 -0.134
C 2.909 3.250 0.601 -0.026
C 4.936 1.985 0.935 -0.013
H 4.030 0.442 -0.858 0.160
H 2.542 3.195 1.626 0.091
H 1.970 3.327 0.053 0.059
H 3.370 4.238 0.597 0.117
H 5.501 1.124 0.579 0.100
H 5.421 2.949 1.084 0.117
H 4.818 1.573 1.937 0.092
```